{"formula": "C22H31N5O4", "method": "ωB97M-V/def2-TZVPD", "elements": ["C", "C", "C", "H", "C", "N", "C", "C", "C", "O", "N", "C", "O", "C", "H", "H", "C", "O", "N", "H", "C", "H", "H", "C", "C", "C", "C", "C", "C", "C", "H", "H", "H", "H", "H", "H", "H", "N", "C", "C", "H", "O", "C", "C", "H", "H", "H", "H", "H", "H", "H", "N", "H", "H", "H", "H", "H", "H", "H", "H", "H", "H"], "positions_angstrom": [[2.6747, 2.9213, 1.2254], [1.7538, 4.1344, 1.2131], [0.2923, 3.7724, 1.4878], [0.2504, 3.1930, 2.4139], [-0.3626, 2.9670, 0.3487], [-0.6438, 1.5880, 0.7154], [-1.6804, 1.2883, 1.5586], [-1.9662, -0.0096, 1.8960], [-1.2336, -1.0998, 1.3266], [-1.4045, -2.2848, 1.5504], [-0.2161, -0.6941, 0.4434], [0.0897, 0.5900, 0.1000], [0.9845, 0.8485, -0.6833], [0.4700, -1.7148, -0.3241], [0.0797, -2.6761, 0.0233], [1.5467, -1.6545, -0.1483], [0.1360, -1.5159, -1.8069], [-0.9321, -1.0760, -2.1697], [1.1098, -1.9261, -2.6459], [2.0263, -2.1156, -2.2705], [1.0589, -1.6403, -4.0617], [0.0049, -1.5638, -4.3351], [1.5193, -2.4725, -4.6014], [1.7824, -0.3234, -4.3920], [3.2205, -0.3951, -3.9648], [4.1856, -0.9394, -4.8028], [5.4991, -1.0537, -4.3828], [5.8623, -0.6292, -3.1158], [4.9064, -0.0870, -2.2733], [3.5928, 0.0296, -2.6939], [2.8477, 0.4545, -2.0373], [5.1846, 0.2479, -1.2843], [6.8876, -0.7191, -2.7878], [6.2414, -1.4753, -5.0452], [3.9063, -1.2717, -5.7931], [1.2775, 0.4843, -3.8605], [1.7083, -0.1439, -5.4655], [-3.0571, -0.2131, 2.8018], [-4.2213, -0.8257, 2.1661], [-5.3761, -0.8070, 3.1671], [-6.2524, -1.3087, 2.7539], [-5.0494, -1.4960, 4.3511], [-3.8940, -0.9548, 4.9451], [-2.7013, -0.9855, 3.9890], [-1.8320, -0.5230, 4.4626], [-2.4614, -2.0266, 3.7358], [-3.6933, -1.5601, 5.8305], [-4.0878, 0.0864, 5.2518], [-5.6333, 0.2381, 3.4058], [-4.4835, -0.2440, 1.2800], [-4.0111, -1.8622, 1.8676], [-2.4786, 2.2925, 2.0181], [-2.0972, 3.2133, 2.1448], [-3.1260, 1.9547, 2.7187], [-1.2984, 3.4300, 0.0246], [0.3101, 2.9176, -0.5095], [-0.2659, 4.6990, 1.6435], [1.8231, 4.6380, 0.2469], [2.0823, 4.8422, 1.9783], [2.6385, 2.4255, 2.1939], [3.7005, 3.2276, 1.0363], [2.3866, 2.2066, 0.4600]], "forces_ev_per_angstrom": [[-0.1, 0.2, -0.1], [-0.1, -0.1, 0.2], [0.2, 0.2, -0.2], [-0.1, 0.0, 0.1], [0.1, 0.3, 0.0], [-0.1, 0.1, -0.1], [-0.2, -0.5, 0.2], [-0.3, 0.1, 0.3], [0.0, 0.3, 0.1], [-0.2, -0.1, 0.0], [0.2, -0.3, -0.2], [0.0, 0.0, 0.2], [0.1, 0.0, -0.3], [-0.1, 0.0, -0.1], [0.1, 0.2, -0.1], [-0.1, 0.0, 0.0], [0.3, -0.3, 0.3], [-0.3, 0.2, -0.1], [0.3, -0.2, -0.1], [-0.1, 0.0, 0.1], [-0.2, 0.1, -0.2], [0.1, -0.1, 0.0], [-0.1, 0.1, 0.0], [-0.1, -0.3, 0.1], [-0.1, 0.1, -0.1], [0.0, 0.0, 0.0], [0.1, -0.1, -0.1], [0.1, 0.0, 0.0], [0.1, 0.0, 0.1], [0.0, 0.0, 0.0], [-0.1, 0.1, 0.1], [0.0, 0.0, 0.1], [0.1, 0.0, 0.0], [0.1, 0.0, -0.1], [0.0, 0.0, -0.1], [0.0, 0.0, -0.1], [0.0, 0.1, 0.0], [0.4, -0.2, -0.3], [-0.4, 0.0, 0.2], [0.0, 0.1, -0.4], [0.0, 0.1, 0.0], [-0.1, -0.2, 0.0], [0.4, 0.1, 0.1], [-0.3, 0.0, 0.4], [0.0, 0.0, 0.0], [0.0, 0.1, 0.0], [0.0, 0.1, 0.0], [0.0, -0.1, 0.0], [0.0, -0.1, 0.0], [0.0, 0.0, 0.0], [0.0, 0.1, 0.0], [0.2, 0.1, -0.2], [0.0, 0.0, 0.0], [0.0, 0.0, 0.0], [0.1, -0.1, 0.0], [-0.2, 0.0, 0.1], [-0.1, 0.0, 0.1], [0.0, 0.1, 0.0], [0.0, 0.1, -0.1], [0.0, -0.1, 0.1], [0.1, 0.0, 0.0], [0.0, -0.1, 0.0]], "de_lowest_kj_mol": 15.2, "homo_energy_ev": -8.413}

{"formula": "C22H31NO11S", "method": "ωB97M-V/def2-TZVPD", "elements": ["C", "O", "S", "O", "O", "C", "C", "C", "N", "C", "C", "H", "H", "H", "H", "H", "H", "H", "O", "C", "O", "C", "C", "C", "H", "H", "H", "H", "H", "H", "O", "C", "O", "C", "C", "C", "H", "H", "H", "H", "H", "H", "O", "C", "O", "C", "C", "C", "H", "H", "H", "H", "H", "H", "O", "C", "O", "C", "C", "C", "H", "H", "H", "H", "H", "H"], "positions_angstrom": [[-0.6046, 1.9397, -3.5751], [0.5601, 2.4033, -2.8648], [1.9800, 2.1222, -3.5827], [2.7845, 3.2851, -3.3054], [2.5017, 0.9224, -2.5595], [2.2255, 1.0110, -1.2094], [2.9011, 1.8951, -0.3939], [2.5620, 1.9013, 0.9507], [1.6299, 1.1272, 1.4958], [1.0091, 0.2691, 0.6890], [1.2722, 0.1704, -0.6681], [-1.1564, 1.2623, -2.9220], [-0.3300, 1.4213, -4.4974], [-1.2223, 2.8098, -3.8040], [3.6575, 2.5608, -0.7917], [3.0759, 2.5868, 1.6212], [0.2456, -0.3778, 1.1103], [0.7426, -0.5410, -1.2906], [-0.3686, -2.5503, 1.9017], [-1.0264, -2.4818, 2.9012], [-0.8901, -3.3895, 3.9000], [-1.8517, -3.1327, 4.9416], [-2.2378, -1.6662, 4.7737], [-2.0898, -1.4716, 3.2660], [-2.6982, -3.8070, 4.7950], [-1.3824, -3.3552, 5.8976], [-3.2286, -1.4417, 5.1617], [-1.5186, -1.0326, 5.2938], [-3.0014, -1.7275, 2.7218], [-1.7611, -0.4743, 2.9861], [-1.2934, 1.5823, 2.7831], [-1.6808, 2.5932, 2.2766], [-2.9134, 3.1006, 2.5155], [-3.1405, 4.2635, 1.6986], [-1.7506, 4.7755, 1.3329], [-0.9430, 3.4792, 1.2929], [-3.7116, 3.9552, 0.8199], [-3.7329, 4.9695, 2.2747], [-1.7384, 5.3415, 0.4042], [-1.3748, 5.4201, 2.1283], [-0.9739, 2.9951, 0.3143], [0.0953, 3.5824, 1.5926], [4.3749, -5.1302, 7.0737], [3.6136, -4.8631, 6.1916], [2.7572, -3.8179, 6.2666], [1.8946, -3.7898, 5.1119], [2.6434, -4.5621, 4.0336], [3.4174, -5.5813, 4.8675], [0.9515, -4.2666, 5.3771], [1.7072, -2.7526, 4.8480], [1.9769, -4.9918, 3.2898], [3.3397, -3.8977, 3.5208], [2.8369, -6.4855, 5.0601], [4.3797, -5.8626, 4.4493], [0.6017, 0.6940, -6.5003], [-0.1728, 0.6550, -7.4118], [-1.1195, -0.3044, -7.5105], [-1.8442, -0.1729, -8.7467], [-1.6573, 1.2821, -9.1656], [-0.2702, 1.5891, -8.6034], [-1.4146, -0.8704, -9.4683], [-2.8790, -0.4484, -8.5619], [-1.7495, 1.4282, -10.2392], [-2.4031, 1.9068, -8.6727], [0.5279, 1.3264, -9.2998], [-0.1339, 2.6189, -8.2857]], "forces_ev_per_angstrom": [[-0.1, -0.1, 0.0], [-0.1, 0.2, -0.1], [0.4, -0.2, 0.1], [-0.1, 0.0, 0.1], [-0.1, 0.0, -0.3], [0.0, 0.0, 0.0], [0.2, 0.2, 0.0], [0.1, 0.2, 0.1], [0.1, -0.1, 0.1], [-0.2, -0.1, -0.1], [-0.1, 0.0, -0.1], [0.1, 0.0, 0.0], [0.0, 0.0, 0.1], [0.1, -0.1, 0.0], [-0.1, -0.1, 0.0], [-0.1, -0.1, 0.0], [0.1, 0.1, 0.2], [0.1, 0.0, 0.0], [0.0, 0.0, 0.1], [0.0, -0.1, -0.2], [-0.1, 0.0, 0.1], [0.0, 0.1, 0.0], [0.1, 0.0, -0.1], [0.2, 0.0, 0.2], [0.0, 0.0, 0.0], [0.0, 0.0, 0.0], [0.0, 0.0, 0.0], [0.0, 0.0, 0.0], [0.0, 0.0, 0.0], [-0.1, 0.0, -0.1], [-0.2, 0.0, 0.1], [0.2, 0.0, -0.2], [0.0, 0.0, 0.0], [0.0, 0.0, 0.0], [0.1, -0.1, 0.0], [-0.1, 0.2, 0.1], [0.0, 0.0, 0.0], [0.0, 0.0, 0.0], [0.0, 0.0, 0.0], [0.0, 0.0, 0.0], [0.0, 0.0, 0.0], [0.0, -0.1, 0.0], [0.0, 0.0, 0.0], [0.0, -0.1, 0.0], [0.0, 0.0, 0.0], [0.0, 0.0, 0.0], [0.1, -0.1, 0.0], [0.0, 0.2, -0.1], [0.0, 0.0, 0.0], [0.0, 0.0, 0.1], [0.0, 0.0, 0.0], [0.0, 0.0, 0.0], [0.0, 0.0, 0.0], [0.0, -0.1, 0.1], [-0.1, 0.1, 0.0], [0.1, 0.0, -0.1], [-0.1, 0.0, 0.0], [0.0, 0.0, -0.1], [0.1, 0.0, 0.1], [-0.2, 0.0, 0.0], [0.0, 0.0, 0.0], [0.0, 0.0, 0.0], [0.0, 0.0, 0.0], [0.0, 0.0, 0.0], [0.0, 0.0, 0.0], [0.1, 0.0, 0.0]], "homo_energy_ev": -9.468}